Entry 1:
Computed, not measured: a structure of composition C30H35Br2N5O3STc, with ωB97M-V/def2-TZVPD.

Last column: Mulliken charge in e.
Cartesian coordinates (Å):
1 Tc 0.1244 -0.1291 -1.1953  1.2035
2 C 5.4137 -0.0695 0.4389  -0.6931
3 C 4.5765 -0.5315 1.6261  -0.9544
4 N 3.5026 0.3852 1.9741  0.1546
5 C 3.8013 1.4791 2.8915  -0.6183
6 C 3.9988 2.8249 2.2028  -0.9041
7 C 2.2539 0.3099 1.4290  0.6172
8 S 1.9624 -0.9899 0.2778  -0.4913
9 N 1.3709 1.1724 1.8502  -0.2317
10 C 0.1791 1.3760 1.2376  -0.8424
11 O 0.1328 1.4978 -0.1038  -0.4631
12 C -1.0170 1.5379 1.9829  0.8095
13 C -2.2481 1.8481 1.3493  -0.3172
14 C -3.4175 1.9452 2.0761  -0.6084
15 C -3.4280 1.7343 3.4562  -0.3748
16 C -2.2203 1.4385 4.0965  -0.6543
17 C -1.0419 1.3417 3.3878  -0.5739
18 H 6.1816 -0.8098 0.2065  0.4087
19 H 5.9097 0.8795 0.6476  0.2644
20 H 4.7776 0.0522 -0.4388  0.0187
21 H 5.2081 -0.6420 2.5104  0.4244
22 H 4.1489 -1.5093 1.4153  0.4728
23 H 4.7049 1.2011 3.4365  0.3924
24 H 2.9860 1.5585 3.6110  0.3407
25 H 4.8288 2.7908 1.4957  0.2285
26 H 4.2129 3.5979 2.9433  0.3758
27 H 3.0921 3.1052 1.6687  0.1781
28 H -2.2589 2.0152 0.2801  0.1860
29 H -4.3404 2.1962 1.5637  0.4135
30 H -4.3464 1.8231 4.0222  0.4409
31 H -2.2059 1.2840 5.1695  0.3719
32 H -0.1127 1.1089 3.8906  0.4062
33 Br 0.7153 -4.1166 -4.3781  -0.1583
34 C 1.6664 -2.4916 -4.3101  -0.3037
35 C 2.7042 -2.2635 -5.2252  -0.3382
36 C 3.4265 -1.1022 -5.2053  -0.0443
37 Br 4.8258 -0.8618 -6.4601  -0.2420
38 C 3.1349 -0.0902 -4.2611  0.2935
39 C 3.8120 1.1419 -4.1259  -0.6999
40 C 3.4297 2.0252 -3.1539  -1.2356
41 C 2.3564 1.7078 -2.3077  -0.5146
42 N 1.7023 0.5757 -2.4266  0.7014
43 C 2.0769 -0.3372 -3.3651  0.1926
44 C 1.3270 -1.5574 -3.3459  0.7278
45 O 0.3972 -1.7156 -2.4484  -0.9272
46 H 2.9335 -3.0303 -5.9521  0.4265
47 H 4.6345 1.3685 -4.7902  0.3285
48 H 3.9428 2.9671 -3.0220  0.4560
49 H 2.0224 2.3690 -1.5170  0.6128
50 C -2.6375 0.3971 -4.3951  -0.8989
51 O -1.7590 -0.1256 -3.3873  -0.2538
52 C -1.2193 0.6353 -2.4623  1.2558
53 C -1.5854 2.0850 -2.4843  -2.0770
54 H -2.1462 1.1774 -4.9742  0.3412
55 H -3.5515 0.7848 -3.9469  0.3407
56 H -2.8705 -0.4459 -5.0374  0.2939
57 H -2.6684 2.2328 -2.4643  0.4764
58 H -1.2125 2.5325 -3.4127  0.5533
59 H -1.1306 2.5927 -1.6391  0.5160
60 N -1.3049 -1.0023 0.0267  -0.3262
61 C -2.1615 -1.4055 0.6845  0.1091
62 N -3.0798 -1.9037 1.4670  0.1950
63 C -4.4902 -1.5432 1.2338  -0.5415
64 C -5.3785 -2.7398 1.5748  -0.7791
65 C -4.7720 -3.5632 2.7222  -0.6665
66 C -3.9300 -2.6710 3.6288  -0.7674
67 C -2.7009 -2.1710 2.8758  -0.2187
68 H -4.5937 -1.2399 0.1935  0.5003
69 H -4.7261 -0.6728 1.8496  0.1948
70 H -5.5198 -3.3705 0.6964  0.2918
71 H -6.3622 -2.3611 1.8600  0.3723
72 H -4.1334 -4.3506 2.3140  0.3096
73 H -5.5596 -4.0600 3.2885  0.3942
74 H -3.5976 -3.2079 4.5171  0.4497
75 H -4.5256 -1.8231 3.9763  0.2945
76 H -1.9205 -2.9325 2.8636  0.4386
77 H -2.3001 -1.2591 3.3256  -0.0543

Output
molar mass	803.517	Da
multiplicity	4
HOMO energy (alpha / beta)	-4.8 / -7.3	eV
charge	0
electronic energy	-198389.889	eV

***

Entry 2:
Computed, not measured: a structure of composition C30H35N7OPt, with ωB97M-V/def2-TZVPD.

Last column: Mulliken charge in e.
Cartesian coordinates (Å):
1 Pt 0.5545 0.0211 -0.3472  1.7959
2 C -3.0120 1.6364 1.6902  -1.5702
3 C -2.0591 2.7145 1.2497  1.3404
4 C -2.0019 3.9313 1.9242  -0.9513
5 C -1.1914 4.9603 1.4727  -0.9320
6 C -0.4211 4.7909 0.3294  -0.9505
7 C -0.4313 3.5862 -0.3659  0.6962
8 C 0.3874 3.3958 -1.6137  -1.0772
9 C -1.2536 2.5651 0.1207  -0.7446
10 N -1.2128 1.2986 -0.5443  0.5622
11 C -2.0481 0.9524 -1.4445  1.2404
12 C -3.1865 1.7877 -1.9184  -1.9908
13 C -1.8344 -0.4201 -2.0292  1.5404
14 C -2.8648 -0.9904 -2.9403  -2.2918
15 N -0.7453 -0.9993 -1.6946  -0.0322
16 C -0.4398 -2.3555 -2.0453  -0.7819
17 C -1.1639 -3.3964 -1.4558  1.5360
18 C -2.3218 -3.1629 -0.5211  -1.4391
19 C -0.7625 -4.6973 -1.7466  -0.8353
20 C 0.3068 -4.9434 -2.5907  -1.0209
21 C 1.0066 -3.8883 -3.1582  -1.0249
22 C 0.6542 -2.5733 -2.8889  1.2199
23 C 1.4100 -1.4245 -3.4965  -1.3031
24 H -3.2182 1.7138 2.7564  0.4793
25 H -2.6359 0.6346 1.4800  0.1201
26 H -3.9697 1.7350 1.1728  0.3464
27 H -2.6186 4.0750 2.8026  0.5317
28 H -1.1741 5.9045 2.0002  0.4579
29 H 0.1893 5.6064 -0.0389  0.4503
30 H 0.9764 4.2853 -1.8269  0.4915
31 H -0.2446 3.2025 -2.4828  0.2768
32 H 1.0789 2.5511 -1.5224  0.0473
33 H -3.2199 2.7433 -1.4019  0.3881
34 H -4.1305 1.2621 -1.7620  0.4166
35 H -3.0979 1.9652 -2.9923  0.4792
36 H -3.0577 -0.2956 -3.7595  0.5678
37 H -3.8095 -1.1258 -2.4093  0.4230
38 H -2.5466 -1.9448 -3.3503  0.3852
39 H -2.2156 -2.2423 0.0567  0.0555
40 H -2.4104 -3.9909 0.1809  0.5142
41 H -3.2678 -3.1088 -1.0636  0.3295
42 H -1.3028 -5.5246 -1.3030  0.5187
43 H 0.5971 -5.9621 -2.8096  0.4783
44 H 1.8380 -4.0855 -3.8225  0.4631
45 H 2.1394 -1.7875 -4.2171  0.4668
46 H 1.9552 -0.8630 -2.7319  0.1518
47 H 0.7458 -0.7300 -4.0140  0.2746
48 N -0.5153 -5.0956 5.0611  -0.3722
49 C -0.3378 -4.3052 4.2485  -0.3211
50 C -0.1219 -3.3153 3.2292  0.6551
51 C -0.5927 -2.0156 3.4020  -0.8729
52 C -0.3739 -1.1006 2.3945  -0.4480
53 N 0.2644 -1.4249 1.2643  -0.0268
54 C 0.7402 -2.6647 1.1047  -0.2406
55 C 0.5637 -3.6419 2.0652  -0.7927
56 H -1.1162 -1.7278 4.3022  0.5525
57 H -0.7119 -0.0766 2.4826  0.6135
58 H 1.2784 -2.8669 0.1883  0.5601
59 H 0.9551 -4.6366 1.9074  0.5757
60 C 4.9429 2.6319 2.4594  -1.0905
61 N 4.0630 1.7551 1.6996  0.0128
62 C 4.4682 0.5050 1.0671  -0.2956
63 C 3.1693 0.0866 0.4240  0.2084
64 O 2.9030 -0.9117 -0.2329  -0.6758
65 N 2.2128 1.0209 0.6794  -0.2678
66 C 2.7792 1.9892 1.4347  0.1914
67 N 2.1149 3.0493 1.8665  -0.2492
68 H 5.9288 2.1781 2.5004  0.4055
69 H 4.5831 2.7534 3.4817  0.3687
70 H 5.0366 3.6054 1.9764  0.3700
71 H 4.8088 -0.2354 1.7927  0.3843
72 H 5.2493 0.6555 0.3199  0.3780
73 H 1.1684 3.2127 1.5514  0.0393
74 H 2.5702 3.7690 2.4022  0.2390

Output
molar mass	704.736	Da
multiplicity	3
HOMO energy (alpha / beta)	-13.4 / -14.1	eV
charge	+2
electronic energy	-47390.117	eV

***

Entry 3:
Computed, not measured: a structure of composition C30H36As2N2O2STl, with ωB97M-V/def2-TZVPD.

Last column: Mulliken charge in e.
Cartesian coordinates (Å):
1 Tl -0.1433 -0.3978 1.2379  0.8701
2 C 0.7007 3.7850 4.0134  -1.3652
3 As 0.8430 2.8196 2.3215  0.6007
4 C 2.7331 3.1878 1.9468  -1.0068
5 C 0.0782 4.1286 1.0772  0.1739
6 C -0.2081 5.4284 1.4894  -0.2735
7 C -0.7150 6.3638 0.6011  -0.8158
8 C -0.9373 6.0122 -0.7199  -0.7435
9 C -0.6606 4.7217 -1.1428  -0.6284
10 C -0.1607 3.7707 -0.2570  -0.1469
11 As 0.1877 1.9448 -0.8590  1.0854
12 C -0.9317 1.8549 -2.4565  -1.6689
13 C 1.9296 2.1581 -1.7394  -1.2353
14 H 1.2604 4.7192 3.9973  0.3803
15 H 1.1032 3.1447 4.7971  0.3827
16 H -0.3457 3.9874 4.2381  0.3997
17 H 2.9364 4.2536 2.0400  0.4057
18 H 2.9713 2.8716 0.9322  0.1821
19 H 3.3578 2.6335 2.6470  0.4134
20 H -0.0359 5.7256 2.5155  0.3214
21 H -0.9325 7.3674 0.9416  0.4060
22 H -1.3286 6.7380 -1.4200  0.4174
23 H -0.8493 4.4603 -2.1766  0.3398
24 H -0.5690 2.5238 -3.2361  0.5518
25 H -1.9597 2.1165 -2.2084  0.5006
26 H -0.8983 0.8280 -2.8164  0.3580
27 H 2.1145 3.2104 -1.9482  0.4003
28 H 1.9144 1.6008 -2.6756  0.4792
29 H 2.7282 1.7620 -1.1164  0.2293
30 O -1.3915 -1.0887 -0.9443  -0.4742
31 S -2.5890 -1.8375 -1.4626  0.2673
32 C -2.8272 -3.2443 -0.3349  -0.8759
33 C -1.5707 -4.0670 -0.3038  0.0677
34 C -0.7644 -4.0586 0.8288  -0.3100
35 C 0.4127 -4.7931 0.8619  -0.8201
36 C 0.7920 -5.5425 -0.2415  -0.5116
37 C -0.0104 -5.5588 -1.3742  -0.6780
38 C -1.1869 -4.8251 -1.4059  -0.2016
39 C -4.0415 -0.8350 -0.9892  -1.1763
40 C -3.9240 -0.2164 0.3673  0.4536
41 C -4.4884 -0.8159 1.4894  -0.2762
42 C -4.3393 -0.2413 2.7435  -0.7705
43 C -3.6293 0.9413 2.8884  -0.5235
44 C -3.0765 1.5558 1.7727  -0.5400
45 C -3.2214 0.9773 0.5211  -0.4226
46 H -3.6718 -3.8075 -0.7380  0.5955
47 H -3.0819 -2.8658 0.6542  0.3849
48 H -1.0733 -3.4912 1.6990  0.6720
49 H 1.0269 -4.7887 1.7531  0.4501
50 H 1.7038 -6.1240 -0.2137  0.4570
51 H 0.2719 -6.1570 -2.2308  0.4656
52 H -1.8135 -4.8474 -2.2896  0.4115
53 H -4.9098 -1.4869 -1.1014  0.5808
54 H -4.0919 -0.0754 -1.7704  0.4662
55 H -5.0636 -1.7278 1.3818  0.4854
56 H -4.7917 -0.7111 3.6063  0.4182
57 H -3.5220 1.3918 3.8655  0.4502
58 H -2.5409 2.4927 1.8718  0.4804
59 H -2.7986 1.4618 -0.3481  0.4658
60 N 4.9738 -4.2450 -2.9472  -0.3176
61 C 5.1878 -3.5060 -1.8331  0.2331
62 O 6.2507 -3.4755 -1.2518  -0.5991
63 C 4.0149 -2.7026 -1.3201  1.0263
64 C 2.6931 -2.9310 -1.6726  -0.8795
65 C 1.7028 -2.1381 -1.1118  -0.5233
66 N 1.9695 -1.1517 -0.2587  0.1112
67 C 3.2419 -0.9384 0.0834  -0.6301
68 C 4.2911 -1.6875 -0.4120  -0.6606
69 H 5.7586 -4.7502 -3.3234  0.2479
70 H 4.1515 -4.1472 -3.5121  0.1729
71 H 2.4004 -3.7283 -2.3419  0.2625
72 H 0.6580 -2.2952 -1.3541  0.5162
73 H 3.4226 -0.1314 0.7857  0.5036
74 H 5.3123 -1.5062 -0.1100  0.5315

Output
molar mass	842.924	Da
HOMO energy	-10.9	eV
charge	+1
electronic energy	-175970.924	eV

***

Entry 4:
Computed, not measured: a structure of composition C30H36AsAuCl5GeN, with ωB97M-V/def2-TZVPD.

Last column: Mulliken charge in e.
Cartesian coordinates (Å):
1 Au 1.0245 0.4466 1.3462  -0.4013
2 N 7.1046 0.0767 -2.6373  -0.3870
3 C 6.1251 0.2186 -2.0563  -0.2183
4 C 4.8990 0.3959 -1.3266  0.4174
5 C 4.0633 -0.6953 -1.1176  -0.9553
6 C 2.8755 -0.5229 -0.4178  -0.4980
7 C 2.5819 0.7358 0.0870  0.6933
8 C 3.3836 1.8419 -0.1308  0.0678
9 C 4.5606 1.6579 -0.8414  -0.8134
10 H 4.3267 -1.6657 -1.5152  0.4713
11 H 2.2111 -1.3736 -0.2877  0.4064
12 H 3.1381 2.8178 0.2576  0.5183
13 H 5.2242 2.4930 -1.0199  0.4994
14 C -4.5814 -1.9891 0.1352  -0.0830
15 C -4.6711 -2.4785 -1.3041  -0.6979
16 C -4.2958 -1.4126 -2.3269  -0.6773
17 C -2.8339 -0.9353 -2.2234  -0.5914
18 Ge -2.5220 0.3576 -0.8140  0.4816
19 C -3.4590 2.0564 -0.8597  -0.3607
20 C -4.8090 2.0780 -0.1134  -0.7350
21 C -4.6949 2.3733 1.3798  -0.8975
22 C -3.8853 1.3612 2.1839  -0.1962
23 H -4.8904 -2.7573 0.8439  0.4990
24 H -5.2298 -1.1225 0.2966  0.2005
25 H -3.5543 -1.7192 0.4164  -0.5504
26 H -5.6939 -2.7991 -1.5066  0.3521
27 H -4.0389 -3.3589 -1.4430  0.3376
28 H -4.9810 -0.5626 -2.2384  0.2649
29 H -4.4377 -1.8041 -3.3348  0.3973
30 H -2.5512 -0.4261 -3.1491  0.6127
31 H -2.1507 -1.7768 -2.0899  0.4050
32 H -1.8585 -0.1033 0.4883  -0.3820
33 H -3.6025 2.2465 -1.9261  0.5460
34 H -2.8027 2.8408 -0.4737  0.2742
35 H -5.3588 1.1464 -0.2763  0.2206
36 H -5.4159 2.8618 -0.5691  0.4336
37 H -5.7053 2.4312 1.7870  0.4153
38 H -4.2578 3.3673 1.5098  0.3213
39 H -4.2106 0.3350 1.9836  0.0241
40 H -4.0088 1.5379 3.2529  0.5003
41 H -2.8139 1.4347 1.9672  -0.1733
42 C -0.7478 0.3966 4.7982  -1.1533
43 As -0.1443 -0.7124 3.3423  0.4973
44 C 1.2144 -1.8405 4.1333  -1.2629
45 C -1.6512 -1.8953 2.9327  0.0232
46 C -1.9244 -2.8610 4.0471  -0.2048
47 C -1.2883 -4.0996 4.0809  -0.2652
48 C -1.5261 -4.9815 5.1236  -0.6903
49 C -2.4002 -4.6327 6.1443  -0.5104
50 C -3.0425 -3.4030 6.1147  -0.7760
51 C -2.8059 -2.5212 5.0705  -0.1732
52 H -1.1172 -0.2591 5.5859  0.4747
53 H -1.5425 1.0567 4.4572  0.2569
54 H 0.0853 0.9885 5.1709  0.4322
55 H 0.8166 -2.3096 5.0320  0.4152
56 H 2.0750 -1.2244 4.3896  0.4381
57 H 1.5159 -2.6116 3.4267  0.4092
58 H -1.4136 -2.4006 1.9956  0.5956
59 H -2.5021 -1.2313 2.7648  -0.2262
60 H -0.6164 -4.3860 3.2789  0.3894
61 H -1.0347 -5.9450 5.1364  0.4288
62 H -2.5889 -5.3230 6.9550  0.4182
63 H -3.7359 -3.1341 6.9001  0.4256
64 H -3.3261 -1.5693 5.0431  0.4868
65 Cl 1.4879 3.1294 3.0095  -0.0987
66 C 0.8229 3.3763 1.4403  0.8634
67 C 0.5540 2.2799 0.6314  -0.8103
68 C 0.0475 2.4981 -0.6381  0.8493
69 Cl -0.2855 1.1320 -1.6843  -0.0611
70 C -0.2099 3.7781 -1.1237  -0.0013
71 Cl -0.8517 4.0086 -2.6910  -0.1032
72 C 0.0599 4.8743 -0.3006  0.4224
73 Cl -0.2411 6.4525 -0.8645  -0.1178
74 C 0.5693 4.6731 0.9873  0.0055
75 Cl 0.8874 6.0051 1.9991  -0.1190

Output
molar mass	932.389	Da
HOMO energy	-13.8	eV
charge	+2
electronic energy	-216826.017	eV